No. 1
This record from the Open Molecules 2025 dataset describes the molecule H5P3S in a non-equilibrium geometry. The level of theory is ωB97M-V/def2-TZVPD.

XYZ file:
```
9
Properties=species:S:1:pos:R:3:forces:R:3
P -2.4093 -0.0331 0.3505 -0.726 2.071 -1.074
P -0.9392 -1.0419 -0.8804 2.358 2.999 -0.247
S 0.9415 -0.9253 0.4182 -0.813 -0.844 -0.221
P 1.8900 0.7075 -0.4719 0.570 0.866 -1.108
H -1.7252 0.3549 1.4584 0.821 -0.531 1.388
H -2.0289 1.3708 -0.0495 -0.641 -1.466 -0.253
H -1.4221 -2.2537 -0.6641 -0.332 -2.343 0.925
H 2.4255 1.4440 0.5959 -0.539 -0.054 0.635
H 3.2676 0.3769 -0.7572 -0.698 -0.698 -0.044
```
Forces are in eV/Å.

Properties
HOMO energy: -9.0 eV
M: 130.0 Da
Energy: -38781.29036 eV
LUMO level: -0.02 eV
Maximum force: 3.823 eV/Å
Relative energy (zero: lowest compared OMol25 entry of this formula, charge and spin): 14.8 kJ/mol
HOMO-LUMO gap: 8.982 eV

=====

No. 2
This record from the Open Molecules 2025 dataset describes the molecule H5P3S in a non-equilibrium geometry. The level of theory is ωB97M-V/def2-TZVPD.

XYZ file:
```
9
Properties=species:S:1:pos:R:3:forces:R:3
P -1.2875 0.2086 -2.3073 0.516 0.085 -1.016
P -0.2406 -0.5990 -0.7754 2.396 0.845 0.717
P 0.5935 0.3781 1.1000 -0.540 0.183 0.929
S 0.6919 -0.6564 2.7453 -0.229 -0.182 -0.377
H -2.2899 0.3601 -1.4197 -1.802 0.193 0.795
H -0.2928 -1.7912 -0.0048 -0.086 -0.335 -0.597
H 1.0855 -0.3258 -1.2744 -0.449 -1.305 0.126
H -0.1059 1.5796 1.1867 -0.200 0.296 -0.033
H 1.8460 0.8460 0.7497 0.393 0.221 -0.545
```
Forces are in eV/Å.

Properties
HOMO energy: -8.3 eV
M: 130.0 Da
Energy: -38780.16708 eV
LUMO level: -0.42 eV
Maximum force: 2.640 eV/Å
Relative energy (zero: lowest compared OMol25 entry of this formula, charge and spin): 123.2 kJ/mol
HOMO-LUMO gap: 7.864 eV